--- w ---
An isolated ion of composition C4H9N2O2 and charge -1. Source: OMol25; level of theory: ωB97M-V with the def2-TZVPD basis set.

Element x y z (Å)
N: 2.912 -0.456 0.358
C: 2.016 0.441 -0.243
C: 0.572 0.682 0.412
N: -0.452 0.896 -0.486
C: -0.990 -0.340 -0.907
C: -1.991 -1.065 0.091
O: -2.703 -2.009 -0.514
O: 0.644 1.896 1.256
H: -0.122 2.298 0.813
H: 2.751 -1.367 -0.074
H: 1.846 0.239 -1.306
H: 2.471 1.434 -0.152
H: 0.413 -0.148 1.103
H: -1.561 -0.223 -1.837
H: -0.213 -1.081 -1.164
H: -2.641 -0.271 0.491
H: -1.376 -1.457 0.940

Orbital gap ... 4.783 eV
HOMO energy ... -3.4 eV
Charge ... -1

=====

--- x ---
A 2-piece molecular cluster, C4H9N2O2 overall. Source: OMol25; level of theory: ωB97M-V with the def2-TZVPD basis set.

Element x y z (Å)
C: -0.639 0.431 -0.902
N: -2.005 0.551 -0.403
C: -1.820 -1.083 0.765
O: -0.876 -1.954 0.658
C: 0.384 0.745 0.182
N: 1.808 0.569 -0.224
C: 2.545 -0.525 0.117
O: 3.702 -0.724 -0.259
H: -0.426 -0.635 -1.160
H: -0.400 1.100 -1.827
H: -2.265 1.502 -0.567
H: -2.817 -1.368 0.486
H: -1.755 -0.437 1.636
H: 0.158 0.081 1.033
H: 0.203 1.823 0.622
H: 2.177 1.153 -0.886
H: 2.024 -1.230 0.727

Orbital gap ... 6.915 eV
HOMO energy ... -2.9 eV
Charge ... -1

=====

--- y ---
An isolated ion of composition C4H9N2O2 and charge -1. Source: OMol25; level of theory: ωB97M-V with the def2-TZVPD basis set.

Element x y z (Å)
O: -1.428 0.104 3.585
C: -1.306 0.464 2.427
N: -0.211 1.003 1.841
C: -0.071 1.012 0.376
C: 0.653 -0.328 -0.014
N: 1.231 -0.175 -1.383
C: 0.136 -0.892 -2.378
O: -0.162 -2.068 -1.934
H: -2.122 0.331 1.685
H: 0.613 0.866 2.427
H: -1.024 1.310 0.011
H: 0.655 1.780 0.102
H: -0.280 -0.983 -0.057
H: 1.451 -0.600 0.710
H: 1.976 -0.843 -1.520
H: 0.590 -0.873 -3.389
H: -0.701 -0.108 -2.490

Orbital gap ... 6.750 eV
SMILES ... O=CNCCNC[O-]
HOMO energy ... -3.0 eV
Charge ... -1

=====

y wins, 23.0 kcal/mol ahead of the next structure.

=====

--- w ---
A 2-piece molecular cluster, H3OS2 overall. Source: OMol25; level of theory: ωB97M-V with the def2-TZVPD basis set.

Element x y z (Å)
O: -1.832 1.390 0.382
H: -1.087 0.920 -0.023
S: 1.557 -2.575 -0.200
S: 0.911 -0.608 -0.759
H: -1.770 1.146 1.287
H: 2.222 -0.272 -0.686

Orbital gap ... 6.193 eV
HOMO energy ... -2.4 eV
Charge ... -1

=====

--- x ---
A 2-piece molecular cluster, H3OS2 overall. Source: OMol25; level of theory: ωB97M-V with the def2-TZVPD basis set.

Element x y z (Å)
O: 1.798 0.529 -0.161
H: 2.103 0.370 0.771
S: -1.660 0.938 0.368
S: -1.253 -1.120 0.089
H: 0.858 0.551 -0.007
H: -1.846 -1.268 -1.061

Orbital gap ... 6.264 eV
HOMO energy ... -2.5 eV
Charge ... -1

=====

x wins, 4.4 kcal/mol ahead of the next structure.

=====

--- w ---
Cl2O2S2 as an isolated structure. Source: OMol25; level of theory: ωB97M-V with the def2-TZVPD basis set.

Element x y z (Å)
O: 1.807 1.212 -0.398
O: -1.880 0.640 0.295
S: 1.233 -0.083 -0.686
S: -1.017 -0.509 0.702
Cl: 2.039 -1.503 0.631
Cl: -1.771 -1.985 -0.564

Orbital gap (alpha / beta) ... 7.586 / 7.701 eV
HOMO energy (alpha / beta) ... -9.5 / -9.6 eV

=====

--- x ---
One molecule with the formula Cl2O2S2. Source: OMol25; level of theory: ωB97M-V with the def2-TZVPD basis set.

Element x y z (Å)
O: 1.462 0.987 0.199
S: 0.989 -0.214 -0.520
Cl: 1.913 -1.869 0.230
S: -0.901 -0.180 0.530
O: -1.504 0.939 -0.217
Cl: -1.973 -1.893 -0.230

Orbital gap ... 9.158 eV
SMILES ... O=S(Cl)#S(=O)Cl
HOMO energy ... -10.2 eV

=====

x wins, 5.7 kcal/mol ahead of the next structure.

=====

--- w ---
C2H6N3O2 as an isolated structure. Source: OMol25; level of theory: ωB97M-V with the def2-TZVPD basis set.

Element x y z (Å)
C: 1.371 -1.534 0.255
C: 0.906 1.316 -0.182
N: -1.295 0.859 0.186
N: -0.245 0.718 -0.586
N: -2.427 0.192 -0.033
O: -2.600 -0.279 -1.149
O: -3.321 0.289 0.810
H: 2.081 -2.272 0.693
H: 1.088 -1.439 -0.760
H: 0.488 -1.648 0.925
H: 0.764 2.143 0.485
H: 1.549 0.193 0.306
H: 1.642 1.461 -0.949

Orbital gap (alpha / beta) ... 6.245 / 7.454 eV
HOMO energy (alpha / beta) ... -2.8 / -3.5 eV
Charge ... -1

=====

--- x ---
A 2-piece molecular cluster, C2H6N3O2 overall. Source: OMol25; level of theory: ωB97M-V with the def2-TZVPD basis set.

Element x y z (Å)
C: -0.903 -0.312 -0.473
C: -0.357 0.354 0.754
N: 3.009 -0.014 0.517
N: 2.068 0.375 -0.234
N: 0.511 1.491 0.515
O: 0.183 2.190 -0.448
O: 3.977 -0.526 -0.020
H: -1.068 0.498 -1.248
H: -0.224 -1.039 -0.961
H: -1.837 -0.812 -0.435
H: -1.210 0.812 1.252
H: 0.287 -0.254 1.545
H: 1.972 0.228 -1.290

Orbital gap (alpha / beta) ... 7.564 / 7.564 eV
HOMO energy (alpha / beta) ... -3.5 / -3.5 eV
Charge ... -1

=====

x wins, 48.2 kcal/mol ahead of the next structure.

=====

--- w ---
A 3-piece molecular cluster, C4H14O2S overall. Source: OMol25; level of theory: ωB97M-V with the def2-TZVPD basis set.

Element x y z (Å)
C: 3.020 0.435 0.073
C: 2.021 1.443 -0.504
C: 0.625 0.867 -0.659
S: -0.398 1.457 0.689
C: -1.966 0.637 0.438
H: 3.157 -0.345 -0.657
H: 3.936 0.906 0.438
H: 2.653 0.031 0.983
H: 2.341 1.722 -1.500
H: 2.033 2.377 0.056
H: 0.549 -0.203 -0.785
H: 0.104 1.310 -1.514
H: -1.769 -0.369 0.057
H: -2.472 0.658 1.397
H: -2.474 1.154 -0.373
H: -1.641 -1.849 -3.124
H: -2.895 -1.940 -2.318
O: -1.933 -1.974 -2.211
H: 0.450 -2.996 1.433
H: -1.153 -3.027 1.285
O: -0.400 -3.030 1.873

Spin multiplicity ... 2
Orbital gap (alpha / beta) ... 11.418 / 6.457 eV
HOMO energy (alpha / beta) ... -14.5 / -14.5 eV
Charge ... +1

=====

--- x ---
A 3-piece molecular cluster, C4H14O2S overall. Source: OMol25; level of theory: ωB97M-V with the def2-TZVPD basis set.

Element x y z (Å)
C: 0.919 2.018 -0.401
C: 1.150 0.777 0.441
C: -0.139 0.279 1.150
S: -1.279 -0.321 -0.093
C: -1.987 -1.872 0.483
H: 0.413 2.804 0.170
H: 1.869 2.473 -0.665
H: 0.290 1.819 -1.268
H: 1.818 1.006 1.266
H: 1.493 -0.049 -0.183
H: -0.574 1.155 1.646
H: 0.015 -0.484 1.912
H: -3.056 -1.662 0.398
H: -1.754 -2.687 -0.204
H: -1.713 -2.144 1.495
H: 2.824 -2.021 1.886
H: 2.584 -1.921 3.484
O: 2.400 -2.369 2.648
H: -1.441 1.114 -3.996
H: -2.350 1.190 -5.223
O: -1.481 0.894 -4.947

Spin multiplicity ... 2
Orbital gap (alpha / beta) ... 10.950 / 5.843 eV
HOMO energy (alpha / beta) ... -14.1 / -14.1 eV
Charge ... +1

=====

w wins, 4.9 kcal/mol ahead of the next structure.

=====

--- w ---
A 4-piece molecular cluster, CH12NO3 overall. Source: OMol25; level of theory: ωB97M-V with the def2-TZVPD basis set.

Element x y z (Å)
C: 1.734 -0.309 -0.348
N: 0.237 -0.107 -0.319
H: 2.050 -0.410 0.687
H: 1.843 -1.342 -0.683
H: 2.237 0.361 -1.026
H: -0.063 0.527 0.439
H: -0.223 -1.013 -0.162
H: -0.106 0.303 -1.213
H: -0.671 1.916 -2.948
H: -0.711 0.596 -3.564
O: -0.879 1.009 -2.702
H: -0.859 -3.228 1.152
H: -0.321 -2.457 2.362
O: -0.324 -2.472 1.407
H: -0.563 2.790 1.765
H: -1.326 1.645 2.275
O: -0.462 1.824 1.892

Orbital gap ... 12.759 eV
HOMO energy ... -15.7 eV
Charge ... +1

=====

--- x ---
A 4-piece molecular cluster, CH12NO3 overall. Source: OMol25; level of theory: ωB97M-V with the def2-TZVPD basis set.

Element x y z (Å)
C: -1.757 -1.181 0.359
N: -0.568 -0.366 -0.008
H: -2.033 -0.975 1.391
H: -2.638 -0.781 -0.165
H: -1.654 -2.188 -0.020
H: 0.282 -0.806 0.341
H: -0.661 0.591 0.328
H: -0.400 -0.365 -1.014
H: 1.095 2.000 -0.490
H: 0.724 2.311 -1.917
O: 0.683 1.627 -1.254
H: 0.096 2.777 2.040
H: 0.070 1.611 2.985
O: 0.108 1.822 2.045
H: 0.899 -2.971 -1.092
H: 2.107 -2.343 -1.582
O: 1.276 -2.087 -1.132

Orbital gap ... 12.718 eV
HOMO energy ... -15.7 eV
Charge ... +1

=====

w wins, 5.4 kcal/mol ahead of the next structure.